98
Properties=species:S:1:pos:R:3 method="wB97M-V/def2-TZVPD" e_homo_ev=-7.3 homo_lumo_gap_ev=7.6 total_energy_ev=-84333.27819
C -1.851 4.915 -0.424
C -1.303 3.529 -0.117
C -1.007 2.729 -1.371
O -0.423 1.484 -1.020
C 0.712 1.130 -1.760
N 1.014 -0.245 -1.344
C -0.203 -0.909 -0.936
O -1.126 -1.157 -1.642
N -0.219 -1.191 0.437
C -1.534 -1.418 0.932
O -2.352 -0.616 1.196
F -1.716 -2.726 1.131
C 1.960 -0.949 -2.194
I 0.913 -1.834 -3.973
C 3.020 0.056 -2.679
C 3.852 0.649 -1.724
C 4.811 1.573 -2.122
N 4.997 1.946 -3.389
C 4.201 1.388 -4.296
C 3.209 0.450 -3.998
C 2.768 -2.068 -1.440
O 1.926 -2.734 -0.514
C 2.292 -2.632 0.872
C 3.441 -3.533 1.301
C 3.183 -5.040 1.150
C 1.747 -5.484 1.389
C 2.466 -1.169 1.330
Cl 4.189 -0.678 1.557
C 1.708 -0.934 2.633
C 1.956 0.416 3.302
P 3.496 -3.154 -2.782
C 5.328 -3.024 -2.761
C 6.127 -3.416 -1.516
C 3.053 -4.910 -2.527
C 2.570 -5.536 -3.853
H -1.372 5.350 -1.298
H -2.928 4.872 -0.578
H -1.709 5.570 0.433
H -0.370 3.566 0.450
H -1.998 2.926 0.454
H -1.938 2.527 -1.910
H -0.368 3.294 -2.054
H 1.534 1.790 -1.479
H 0.536 1.204 -2.840
H 0.140 -0.382 0.938
H 3.749 0.410 -0.677
H 5.451 2.030 -1.379
H 4.341 1.696 -5.323
H 2.606 0.059 -4.799
H 3.628 -1.636 -0.936
H 1.413 -2.980 1.413
H 3.613 -3.331 2.359
H 4.342 -3.269 0.756
H 3.549 -5.382 0.194
H 3.806 -5.544 1.890
H 1.692 -6.559 1.539
H 1.371 -5.029 2.309
H 1.071 -5.176 0.593
H 2.088 -0.506 0.555
H 0.647 -1.059 2.426
H 2.045 -1.715 3.317
H 2.803 0.371 3.979
H 2.118 1.210 2.575
H 1.091 0.698 3.900
H 5.656 -3.588 -3.634
H 5.524 -1.976 -2.997
H 7.174 -3.583 -1.775
H 5.765 -4.337 -1.064
H 6.125 -2.603 -0.791
H 2.291 -5.026 -1.764
H 3.948 -5.450 -2.218
H 3.380 -6.069 -4.343
H 2.191 -4.784 -4.541
H 1.766 -6.243 -3.660
C -6.092 3.370 0.110
O -5.297 4.286 0.232
N -5.757 2.070 0.138
C -6.735 1.013 -0.021
C -4.357 1.725 0.334
H -7.173 3.540 -0.037
H -6.754 0.370 0.861
H -6.501 0.399 -0.892
H -7.723 1.449 -0.157
H -4.003 2.121 1.285
H -3.756 2.155 -0.465
H -4.244 0.645 0.328
C -7.292 5.870 5.276
O -6.919 7.002 5.513
N -6.858 5.124 4.242
C -7.337 3.780 4.010
C -5.876 5.689 3.329
H -8.034 5.347 5.905
H -6.513 3.063 4.043
H -7.822 3.704 3.033
H -8.060 3.512 4.778
H -4.967 5.957 3.869
H -6.267 6.593 2.862
H -5.642 4.963 2.557